(1)
The following is a quantum chemistry calculation of C5H12O3 in the gas phase, from the Open Molecules 2025 dataset.

Geometry (Å):
H -2.459310 0.445925 0.369313
H -1.239229 0.337735 -2.183376
O 1.226753 0.280161 -1.154708
H -0.740348 1.741173 -0.301279
H -0.706839 -2.204200 0.461679
H 0.650312 -1.437527 1.288153
C -0.101387 -0.326005 -0.447883
H 1.096040 0.584346 1.876570
H 2.859011 0.777894 -0.420001
C -1.012238 -0.585420 -1.641865
H -1.952786 -1.050914 -1.335015
H -0.507099 -1.252222 -2.347769
H -0.104281 1.779610 2.277962
O -1.733651 0.360695 1.008063
H 1.162305 2.147781 1.087965
C 0.478071 1.375226 1.445102
C -0.438546 0.910189 0.337954
H 0.927342 -2.198820 -0.254577
C 0.197333 -1.608883 0.309651
O 2.398548 -0.076745 -0.375939

Cartesian forces (eV/Å) of the 3 atoms listed first:
H 0.398 0.070 0.232
H 0.034 -0.026 0.100
O -1.174 -1.551 0.438

E_HOMO in eV: -9.316
Kohn-Sham gap in eV: 10.120
LUMO level in eV: 0.8
Energy in eV: -11518.564

Atomic partial charges in e from the Mulliken method, atoms 1 to 2: number 1, H, carries 0.32; number 2, H, carries 0.38



(2)
The following is a quantum chemistry calculation of C32H49Br2GdN3O3S2Si2 as an isolated structure, from the Open Molecules 2025 dataset.

Geometry (Å):
H 6.499578 13.407576 10.456407
H 9.859655 7.904286 12.217034
H 7.119172 5.674645 14.028306
C 9.332775 5.960312 15.668829
H 12.384327 7.118250 9.048115
H 11.064048 6.875763 13.019563
H 6.467450 9.573323 18.209039
H 6.866851 7.886751 9.314609
S 8.408586 9.662237 9.899439
H 6.634789 8.584041 10.928553
H 8.533366 9.514422 7.105872
C 12.191636 11.467122 12.296257
C 13.842854 11.934052 17.006264
H 8.150139 11.739947 17.459055
Gd 9.604721 11.120096 12.960221
H 8.597172 6.107806 16.476572
H 14.174625 12.919881 17.350425
C 11.298124 7.516335 7.241599
H 17.349459 12.728960 11.679293
C 9.626212 8.956788 8.816258
C 7.380712 8.240286 10.198754
H 16.462765 11.824676 13.986373
H 11.963336 12.617226 16.070799
H 5.156617 11.788237 14.615240
C 15.838704 11.934085 13.130562
H 6.463174 7.189142 14.889470
C 9.373835 8.951185 7.445048
H 14.853665 8.614407 17.106738
C 10.679095 8.325820 9.417800
C 6.221435 11.679393 14.609423
H 8.706940 15.019303 11.134697
N 8.492736 12.922860 11.345962
C 15.465201 12.869196 10.927779
C 6.182163 12.319139 12.254569
H 7.962395 7.454245 10.698828
H 6.514548 10.828140 15.244666
H 9.639665 6.230120 12.216556
H 9.071336 12.766426 10.539675
H 9.624501 7.313613 18.169893
H 15.607569 10.966087 17.628628
H 7.063071 11.693570 10.420608
H 8.876136 15.484668 13.610378
C 14.183628 9.510903 16.932255
C 14.074708 12.638740 11.093595
C 8.250728 14.652375 13.212387
H 9.926353 8.061278 5.597025
H 6.289423 8.598692 16.823171
C 9.034743 11.149365 17.204270
H 10.359853 5.926020 16.076890
H 6.880500 12.912575 16.219702
N 12.209536 10.490700 15.983931
C 7.003423 8.797569 17.616200
Si 8.874171 7.252626 14.381477
C 6.771410 13.014604 15.120407
C 8.903133 14.225192 11.850219
H 10.508264 8.922649 18.542151
H 5.989576 13.297551 12.742327
Si 8.731249 9.318071 16.878543
C 8.850544 9.096144 14.945681
C 12.632385 11.748193 16.350862
Br 12.699892 7.904272 15.120761
O 8.966534 9.770322 11.441531
H 10.761934 7.974457 17.053809
H 6.700030 7.211216 13.206739
H 7.183179 14.893987 13.074050
H 5.157368 12.003071 11.954796
C 14.672777 10.754808 17.190027
C 9.982035 7.053108 12.868373
C 10.039067 8.257072 17.804901
O 11.894964 10.320966 12.813144
O 11.299093 12.276787 11.890274
H 9.091660 4.976002 15.253763
C 13.597649 11.931767 12.211698
N 6.717974 11.402064 13.242693
H 15.933934 13.262639 10.030140
H 7.009414 7.899951 18.223705
S 8.486315 13.417314 14.586258
H 9.990383 14.253995 11.929878
C 10.232156 8.240781 6.623602
H 6.449571 10.468201 12.971297
H 12.059729 6.982056 6.611251
C 16.307359 12.513112 11.933157
H 9.510010 11.482652 16.254168
H 14.211339 10.934731 14.001780
Br 13.038278 12.759213 9.495237
H 7.984029 9.595667 14.449083
C 7.127680 6.801198 14.074679
H 10.769342 8.239621 10.506492
C 14.532635 11.547976 13.158663
C 7.055091 12.597245 11.049978
H 9.842683 11.265064 17.945210
C 12.979641 9.487751 16.130847
H 6.140649 13.900223 14.922783
C 11.525093 7.571782 8.609595

Cartesian forces (eV/Å) of the 3 atoms listed first:
H 0.937 -0.896 0.594
H 0.167 0.483 0.130
H -0.508 1.054 0.010

E_HOMO (alpha / beta) in eV: -8.875 / -9.799
Total charge: +1
Spin multiplicity: 8
Kohn-Sham gap (alpha / beta) in eV: 5.880 / 7.230
LUMO level (alpha / beta) in eV: -3.0 / -2.6
Energy in eV: -242932.661
Expectation value of S²: 16.1710

Atomic partial charges in e from the Mulliken method, atoms 1 to 2: number 1, H, carries 0.38; number 2, H, carries -1.37



(3)
The following is a quantum chemistry calculation of C21H23N3O6 as an isolated structure, from the Open Molecules 2025 dataset.

Geometry (Å):
H -4.836921 -2.518590 0.344549
C -3.722403 1.180229 -0.505436
N 3.531084 1.171051 -0.156372
C -4.697605 -1.298669 0.128832
C 2.187579 0.512512 2.245966
C 0.792647 -1.643279 -1.590674
H 3.465797 -2.329060 -2.153988
O -7.790709 0.128712 -0.321789
H 2.247954 1.191388 3.164984
C 3.765715 -1.231600 -0.136993
H 3.545885 -3.384204 -0.682675
H 1.415278 2.897027 1.517220
H 1.127149 -1.378387 -2.595027
C 1.744161 -2.352585 -0.671587
O -2.415477 -2.300958 0.258110
H 3.133858 2.270654 -1.654775
H 3.417112 3.137198 -0.362789
H 1.033022 3.572130 -1.121335
H 3.618000 -1.299242 0.948026
H 4.416723 0.308874 1.442353
C 3.635131 -0.012278 -0.934612
N -7.056867 -0.662909 0.077108
H 0.255147 0.854390 1.981374
C -0.530472 -1.679436 -1.170677
O -4.070767 3.285303 -0.584650
H -5.938567 1.751176 -0.577995
C 0.808428 2.390420 0.705279
C 3.585029 1.061242 1.279176
C 2.936056 2.410155 -0.690401
C -0.139621 -2.598995 0.821001
C 1.174292 -3.056659 0.536107
H -1.725302 0.542787 -0.219570
C -2.756546 0.383637 -0.103803
C -5.519874 -0.367515 -0.142675
H 0.821842 0.179513 0.598593
C 1.341689 2.693566 -0.604796
C -3.244793 -1.206897 0.040971
C 0.947068 0.958313 1.222919
N -3.148885 2.478743 -0.519916
O -1.978911 2.596054 -0.477207
H 1.857811 -3.313511 1.183812
H 3.706426 2.037266 1.635018
H 2.269427 -0.439319 2.181437
O 3.342827 0.071290 -2.047986
H 4.951649 -1.341902 -0.396047
O -7.272254 -2.030998 0.052940
C 3.122396 -2.301381 -1.220676
H -0.149259 2.614130 0.764104
H -1.210381 -1.144405 -1.929508
H 0.941579 1.562300 -1.366378
H -0.700182 -3.090729 1.825646
C -5.110316 0.924822 -0.086170
C -1.122646 -2.181376 0.071004

Cartesian forces (eV/Å) of the 3 atoms listed first:
H -0.786 3.613 -0.655
C -1.907 -1.019 3.557
N -1.222 -0.296 1.256

E_HOMO in eV: -8.593
Kohn-Sham gap in eV: 7.215
LUMO level in eV: -1.4
Energy in eV: -38884.393

Atomic partial charges in e from the Mulliken method, atoms 1 to 2: number 1, H, carries 0.27; number 2, C, carries -0.06



(4)
The following is a quantum chemistry calculation of C2H8N4 in the gas phase, from the Open Molecules 2025 dataset.

Geometry (Å):
H -0.396637 1.500128 1.205564
N -0.484455 0.730652 1.703651
N -0.188615 0.378802 -1.044290
H 1.839940 -1.825280 0.236917
C 0.503670 -0.305887 -0.120189
N 0.467486 -0.229790 1.177834
H 1.157587 -1.750937 -1.595095
H -1.908560 1.281513 -0.199236
C 1.466623 -1.206751 -0.665274
N -1.614755 0.545451 -0.978991
H -0.202569 0.739041 2.734801
H 2.486656 -0.669829 -1.016447
H -2.220884 -0.331768 -0.641126
H 0.165078 0.157146 -2.020022

Cartesian forces (eV/Å) of the 3 atoms listed first:
H 0.656 5.086 -2.123
N 0.927 -6.164 4.284
N -1.734 0.816 -2.163

E_HOMO in eV: -8.211
Kohn-Sham gap in eV: 9.233
LUMO level in eV: 1.0
Energy in eV: -8160.851

Atomic partial charges in e from the Mulliken method, atoms 1 to 2: number 1, H, carries 0.20; number 2, N, carries -0.51



(5)
The following is a quantum chemistry calculation of a 2-piece molecular cluster, C6H10O overall, from the Open Molecules 2025 dataset.

Geometry (Å):
H -0.577527 -1.856963 -2.215559
H -0.157868 -1.274070 1.972890
C -0.128879 0.838608 2.020331
O 2.762118 1.461515 -0.303780
H 0.319676 0.874259 2.999965
C -2.206155 -0.925084 -0.071666
H -0.405887 1.743693 1.498855
H 0.435561 0.742885 -0.978818
H 2.718167 2.194877 0.336651
H 2.735768 0.675358 0.252140
C -0.952963 -0.519945 0.110226
H -2.840877 -1.191845 0.764064
H 0.482123 -0.631043 -3.065332
H -2.676684 -0.992228 -1.050391
C -0.057145 -0.908915 -2.165894
C -0.086971 -0.200655 -1.048693
C -0.385350 -0.341667 1.475036

Cartesian forces (eV/Å) of the 3 atoms listed first:
H -0.100 -0.056 -0.001
H 0.152 -0.004 0.330
C -0.102 -0.529 -0.027

E_HOMO in eV: -9.109
Kohn-Sham gap in eV: 9.962
LUMO level in eV: 0.9
Energy in eV: -8429.537

Atomic partial charges in e from the Mulliken method, atoms 1 to 2: number 1, H, carries 0.30; number 2, H, carries 0.33



(6)
The following is a quantum chemistry calculation of a 2-piece molecular cluster, C6H9N overall, from the Open Molecules 2025 dataset.

Geometry (Å):
C -0.827220 0.019676 1.730460
H -1.208865 -1.757235 -0.501999
N -0.424150 0.015511 0.528748
C -0.102941 0.131039 -1.522498
C 1.091432 -1.365507 -0.507254
H -1.323373 -0.854673 2.142621
H 2.197763 0.489347 -1.416976
H -0.654667 0.910500 2.324368
C 0.260970 1.031348 -0.324035
H 1.335707 -2.107576 -1.272609
H -0.860043 2.732089 0.909003
C -0.406444 -1.015013 -0.517831
C 1.289481 0.071606 -0.996366
H 1.501760 -1.665765 0.467144
H -1.331447 2.984499 1.440254
H -0.537963 0.380153 -2.483029

Cartesian forces (eV/Å) of the 3 atoms listed first:
C 0.104 0.016 -0.211
H 0.143 0.120 0.010
N -0.119 0.044 0.507

E_HOMO in eV: -7.444
Kohn-Sham gap in eV: 7.993
LUMO level in eV: 0.5
Energy in eV: -7851.427

Atomic partial charges in e from the Mulliken method, atoms 1 to 2: number 1, C, carries -0.25; number 2, H, carries 0.50



Let's list largest force on an atom in order: 3.839, 4.826, 14.296, 7.564, 0.720, 0.523 eV Å⁻¹.
Let's list relative energy (zero: lowest compared OMol25 entry of this formula, charge and spin) in order: 4.202, 0.930, 22.989, 3.401, 1.704, 6.733 eV.
Let's list M in order: 120.148, 961.126, 413.430, 88.114, 98.145, 95.145 g/mol.